[1]
Density functional theory data (ωB97M-V with the def2-TZVPD basis set) for a molecular structure, C34H95IMgN7O10.

Spin multiplicity: 1
Kohn-Sham gap, Ha: 0.207
HOMO, eV: -9.99
Charge: +1
Lowest unoccupied orbital energy, eV: -4.4

Atoms and positions in Å:
Mg: -3.00247 2.06149 3.93411
I: -0.21800 1.34756 -0.09433
C: -1.58072 4.44257 -3.59480
C: -1.02633 5.32050 -2.50290
O: -1.25448 4.70249 -1.16559
H: -1.43418 3.37423 -3.43583
H: -0.99836 4.64167 -4.49442
H: -2.62495 4.71004 -3.75653
H: -1.54703 6.27808 -2.50760
H: 0.04152 5.52139 -2.58907
H: -0.75966 3.88246 -1.23117
C: 3.09023 1.39557 -3.90518
C: 1.88756 0.47023 -3.50279
O: 1.14222 0.35954 -4.67612
H: 2.68500 2.31245 -4.33320
H: 3.69736 0.90503 -4.66602
H: 3.59014 1.65949 -2.97322
H: 1.26336 0.99627 -2.78046
H: 2.21821 -0.50002 -3.13218
H: 0.29758 0.71325 -4.38791
C: 1.09162 -1.75115 3.99496
C: -0.34177 -2.37519 3.98644
O: -1.34230 -1.43478 3.57736
H: 1.72514 -2.52116 4.43525
H: 1.13865 -0.82452 4.56700
H: 1.49065 -1.54589 3.00161
H: -0.71172 -2.92923 4.84915
H: -0.36901 -3.12974 3.20029
H: -2.15269 -1.92293 3.41436
C: 1.19360 1.91190 3.45409
C: -0.17906 2.18134 4.16108
C: -0.52603 3.67383 4.20165
O: -2.00945 3.72311 4.46149
C: -2.52984 5.01039 4.74343
N: -1.21440 1.55011 3.37301
H: 1.35307 2.51620 2.56107
H: 1.28379 0.87415 3.13312
H: 2.01875 2.10270 4.14025
H: -0.17203 1.84727 5.19860
H: -0.27665 4.27636 3.32823
H: 0.03854 4.10747 5.02707
H: -3.58156 4.97081 5.02703
H: -2.48969 5.66421 3.87222
H: -2.07212 5.59713 5.53988
H: -1.11678 0.54566 3.33238
H: -0.74484 1.67680 2.48783
C: 3.37978 -6.50897 0.69089
C: 1.86963 -6.55640 0.21733
C: 1.47692 -5.25136 -0.51579
O: 1.94569 -4.07947 0.18985
C: 1.16269 -2.92051 -0.11150
N: 1.76954 -7.68365 -0.68292
H: 3.78543 -7.44017 1.08640
H: 3.53229 -5.77537 1.48250
H: 4.08948 -6.31892 -0.11428
H: 1.22432 -6.73072 1.07832
H: 0.40151 -5.23199 -0.33916
H: 1.64059 -5.27195 -1.59323
H: 0.97430 -2.62843 -1.14460
H: 1.62331 -2.09385 0.42938
H: 0.22135 -3.02473 0.42806
H: 2.41624 -7.65785 -1.45829
H: 1.96456 -8.56793 -0.23558
C: -2.82784 -0.20765 -5.05242
C: -2.50462 0.82314 -3.96616
C: -3.49392 0.91479 -2.76112
O: -4.87488 0.97191 -3.20096
C: -5.81830 1.30980 -2.22836
N: -1.20491 0.43364 -3.42276
H: -2.93808 -1.25988 -4.79019
H: -2.14946 -0.10198 -5.89903
H: -3.83382 0.00294 -5.41539
H: -2.48618 1.76214 -4.51936
H: -3.32546 1.89864 -2.32322
H: -3.36023 0.01130 -2.16619
H: -6.87406 1.07188 -2.35819
H: -5.80459 2.39066 -2.08813
H: -5.47785 0.77341 -1.34265
H: -0.94094 -0.53508 -3.53233
H: -1.18617 0.64034 -2.43433
C: 4.91496 4.02315 -1.03991
C: 3.49526 3.95264 -0.35256
C: 3.41648 4.95394 0.80505
O: 4.26975 4.50738 1.87630
C: 3.96390 5.13563 3.13312
N: 2.44558 4.10853 -1.33379
H: 5.80459 3.85788 -0.43218
H: 5.23954 4.97198 -1.46706
H: 5.04184 3.35813 -1.89418
H: 3.40482 2.93360 0.02358
H: 2.44262 4.85430 1.28436
H: 3.63599 5.99608 0.57292
H: 4.57411 4.73678 3.94348
H: 2.93744 5.14048 3.49979
H: 4.26079 6.17418 2.98698
H: 2.52335 3.61714 -2.21276
H: 1.60432 3.71924 -0.93274
C: 5.24744 -0.47308 -1.90539
C: 5.84410 -0.94483 -0.56452
C: 4.72358 -1.36326 0.49548
O: 5.18680 -2.07139 1.68914
C: 4.15538 -2.42202 2.54871
N: 6.65635 -2.11912 -0.91310
H: 4.79791 0.51093 -1.77220
H: 4.48329 -1.11890 -2.33793
H: 6.04737 -0.44439 -2.64525
H: 6.44487 -0.16133 -0.10266
H: 3.96029 -1.88896 -0.07821
H: 4.08330 -0.52857 0.78084
H: 4.55320 -3.05818 3.33937
H: 3.38595 -2.92933 1.96672
H: 3.95579 -1.57093 3.19978
H: 7.13606 -2.47624 -0.09919
H: 6.19266 -2.85497 -1.42653
C: -4.21312 -3.90150 -2.56163
C: -2.82869 -4.54114 -2.32405
C: -2.72673 -5.55047 -1.13611
O: -3.27032 -4.95211 -0.01436
C: -2.56606 -3.87721 0.53990
N: -2.66694 -5.30963 -3.49567
H: -4.23363 -3.21131 -3.40502
H: -4.52903 -3.34548 -1.67894
H: -4.89547 -4.73010 -2.75119
H: -2.09441 -3.73627 -2.29089
H: -1.67223 -5.79619 -1.01065
H: -3.27752 -6.46875 -1.33980
H: -2.35583 -3.02782 -0.11005
H: -1.57788 -4.15504 0.90653
H: -3.16730 -3.62582 1.41364
H: -1.77113 -5.77557 -3.47313
H: -2.49835 -4.78743 -4.34360
C: -4.56640 -0.86246 1.23643
C: -3.71550 0.27608 1.85012
C: -3.96618 1.67921 1.20185
O: -3.66516 2.78483 2.06504
C: -3.91925 4.04358 1.34911
N: -3.91804 0.32576 3.23918
H: -4.27512 -1.10263 0.21390
H: -5.62100 -0.60160 1.14763
H: -4.39070 -1.74116 1.85702
H: -2.66317 0.04746 1.68143
H: -5.00615 1.77449 0.88960
H: -3.46186 1.64543 0.23614
H: -3.56763 4.06541 0.31762
H: -3.50422 4.94751 1.79495
H: -4.98216 4.27787 1.29055
H: -3.71248 -0.64347 3.43529
H: -4.89726 0.20219 3.45353

Forces on the atoms, in the same order (eV/Å):
Mg -0.4 0.8 -1.1
I -0.1 0.0 0.5
C 0.4 0.3 -0.5
C -0.2 -0.5 1.7
O -0.1 1.0 -1.4
H -0.2 0.0 0.4
H -0.3 0.2 -0.3
H 0.0 -0.5 -0.2
H 0.1 0.0 0.2
H 0.1 -0.1 -0.1
H 0.0 -0.5 0.4
C -1.1 -0.6 1.2
C 1.5 1.7 -1.0
O -0.2 -0.8 -0.7
H -0.1 0.0 -0.1
H 0.3 0.1 0.3
H 0.7 0.0 -0.3
H 0.3 -0.2 0.5
H 0.1 -0.1 0.2
H -0.9 0.0 -0.4
C -1.4 -0.7 0.4
C 0.6 -0.5 -1.5
O -0.3 1.0 0.3
H 0.2 0.2 0.2
H 0.0 -0.2 0.3
H -0.4 -0.1 -0.1
H 0.6 0.5 0.7
H 0.5 -0.3 -0.1
H 0.1 -0.3 -0.1
C 0.1 0.4 1.1
C 1.6 0.6 -0.3
C -0.3 -0.3 0.6
O 1.1 0.3 0.6
C -0.7 1.5 -0.2
N 1.0 -0.9 -0.5
H -0.3 0.1 0.0
H -0.2 0.0 0.1
H 0.1 0.1 0.0
H 0.0 -0.3 0.0
H -0.4 -0.4 -0.4
H -0.5 0.2 0.3
H -0.1 -0.6 -0.1
H 0.2 -0.2 -0.3
H 0.6 -0.7 0.2
H 0.2 -1.0 0.9
H -1.0 0.6 -1.9
C -0.4 0.5 0.6
C 3.5 -0.1 -0.3
C -1.3 -0.1 1.9
O 0.2 -0.3 -1.5
C 0.1 -0.1 1.7
N -1.2 -0.6 -0.8
H -0.7 -0.4 0.2
H 0.1 0.2 -0.1
H -0.3 0.5 -0.3
H 0.0 0.1 -0.1
H -0.5 0.0 -0.7
H 0.6 0.2 0.0
H 0.3 -0.4 -0.2
H 0.4 0.1 -0.4
H -0.5 -0.1 -0.4
H 0.1 0.5 0.0
H -0.2 0.1 0.4
C -1.6 0.4 -0.4
C -0.3 -2.1 -0.2
C -1.4 0.5 -1.9
O 0.1 -0.7 -1.7
C 1.1 0.3 1.0
N -0.1 1.3 0.5
H 0.6 0.0 0.6
H 0.1 -0.1 0.2
H 0.0 0.3 -0.3
H 0.2 0.3 0.4
H 0.6 -0.3 0.9
H 0.1 0.2 0.6
H 0.3 -0.6 -1.0
H 0.1 0.3 0.5
H -0.4 0.2 0.8
H -0.5 -0.2 -0.2
H 0.5 0.1 0.2
C 0.3 0.3 -0.3
C 2.5 -0.4 -1.1
C -0.4 -1.1 1.3
O -0.2 -0.4 0.7
C 1.1 0.7 -1.0
N -1.1 1.1 0.1
H -0.5 -0.6 0.8
H -1.0 0.6 0.0
H -0.5 -0.4 0.1
H 0.3 0.0 0.8
H -0.8 0.5 -0.6
H 0.0 0.0 -0.4
H 0.2 -0.3 -0.4
H -0.5 -0.4 -0.6
H -0.1 0.4 0.5
H 0.9 -0.1 0.1
H -0.3 0.1 0.1
C -0.1 0.6 0.8
C -1.2 -2.1 0.3
C -0.2 0.4 -0.4
O 0.9 0.8 -2.3
C 0.8 0.0 0.7
N 0.9 0.9 0.6
H 0.1 0.0 -0.2
H -0.1 -0.3 0.4
H 0.1 0.3 0.2
H 0.3 -0.1 -0.2
H 0.2 -1.2 0.0
H 0.5 0.8 0.5
H 0.2 -0.8 -0.5
H -0.6 0.2 0.5
H -1.3 0.6 -0.5
H -0.1 -0.3 -0.1
H -0.3 0.2 0.2
C 0.2 -0.2 1.4
C -1.3 0.4 -0.5
C 0.1 1.6 -1.4
O -0.4 0.1 1.2
C 0.2 -0.5 0.5
N 1.7 -1.8 -2.0
H 0.3 -0.1 -0.1
H -0.3 0.0 0.1
H -0.2 0.2 0.0
H 0.4 0.1 0.6
H 0.2 -0.2 0.2
H -0.1 0.2 -0.1
H -0.5 0.2 -0.3
H 0.2 -0.5 0.1
H 0.1 0.5 0.0
H 0.3 -0.8 0.4
H -0.7 0.7 -0.1
C 0.5 0.9 -0.5
C -0.1 1.3 -3.5
C -1.0 -1.5 -0.7
O 0.3 0.6 -0.5
C -0.5 0.7 -0.3
N -1.0 -1.1 2.8
H 0.3 0.0 0.1
H -0.1 0.0 0.5
H -0.3 -0.2 -0.2
H 0.2 0.0 -0.1
H -0.4 0.0 0.4
H 0.8 0.7 0.2
H 0.5 -0.7 0.1
H 0.6 -0.6 0.7
H -0.3 -0.6 0.2
H 1.0 -0.1 1.3
H -1.0 0.8 -0.2

***

[2]
Density functional theory data (ωB97M-V with the def2-TZVPD basis set) for a gas-phase ion, C2H7N4S (charge +1).

Spin multiplicity: 1
Kohn-Sham gap (spin up / spin down), Ha: 0.349 / 0.208
Relative energy (zero: lowest compared OMol25 entry of this formula, charge and spin), eV: 3.629
HOMO (spin up / spin down), eV: -14.38 / -12.64
Charge: +1
SMILES: [H]/N=C(/CSN)N=[NH2+]
Lowest unoccupied orbital energy (spin up / spin down), eV: -4.9 / -7.0

Atoms and positions in Å:
H: -2.37610 1.37005 0.46568
N: -1.36077 1.67266 0.38841
C: -0.49763 0.76988 0.09091
C: 0.78996 1.31036 -0.34422
S: 2.14468 0.36153 0.32912
N: 1.64616 -1.09883 -0.29474
N: -0.71469 -0.51279 -0.32088
N: -1.47259 -1.26623 0.44990
H: 0.99289 1.32164 -1.39167
H: 0.79795 2.33479 0.20044
H: 2.14658 -1.86960 -0.27356
H: 0.96966 -1.06173 -0.96560
H: -1.50532 -2.27384 0.26268
H: -1.56078 -1.05789 1.40352

Forces on the atoms, in the same order (eV/Å):
H 1.6 0.0 -0.1
N -0.9 -0.7 0.8
C -2.9 1.0 -1.1
C 1.8 2.1 2.3
S 0.2 -1.4 0.0
N 0.0 5.4 1.8
N -0.7 -1.5 0.4
N 0.1 -0.9 -1.3
H -0.4 0.4 -0.9
H 0.5 -1.4 -1.4
H 3.4 -4.5 0.7
H -2.2 0.1 -2.3
H 0.0 0.8 -0.4
H -0.3 0.7 1.6

***

[3]
Density functional theory data (ωB97M-V with the def2-TZVPD basis set) for a molecular structure, C2H3ClN3S.

Spin multiplicity: 1
Kohn-Sham gap, Ha: 0.301
Relative energy (zero: lowest compared OMol25 entry of this formula, charge and spin), eV: 2.581
HOMO, eV: -14.40
Charge: +1
Lowest unoccupied orbital energy, eV: -6.2

Atoms and positions in Å:
C: 2.05415 -0.68877 -0.79196
C: -1.62619 0.08610 0.01144
N: 0.34376 0.60083 1.10820
N: 1.20686 1.18450 1.50556
N: -0.33422 -0.22200 0.53634
S: 2.87733 0.21166 0.12537
Cl: 1.64924 -1.59101 -2.06737
H: -2.35719 -0.78654 -0.23737
H: -2.28904 0.60295 0.73825
H: -1.52470 0.60228 -0.92846

Forces on the atoms, in the same order (eV/Å):
C 1.2 1.0 0.3
C -3.4 -0.7 -0.4
N -1.7 -0.8 -0.9
N 1.0 1.4 1.5
N 0.6 -1.3 0.3
S -0.6 -1.5 -1.5
Cl -0.1 0.2 0.7
H 2.2 0.7 0.6
H 0.9 0.3 -0.4
H -0.1 0.6 -0.2

***

[4]
Density functional theory data (ωB97M-V with the def2-TZVPD basis set) for 11 unconnected molecules or ions with the total composition C6H31NO11.

Spin multiplicity: 1
Kohn-Sham gap, Ha: 0.331
Relative energy (zero: lowest compared OMol25 entry of this formula, charge and spin), eV: 4.231
HOMO, eV: -9.08
Charge: 0
SMILES: C/C=C/C[C@H](N)C=O.O.O.O.O.O.O.O.O.O.O
Lowest unoccupied orbital energy, eV: -0.1

Atoms and positions in Å:
C: -1.69147 3.72263 -1.90253
C: -1.45264 2.44469 -1.22386
C: -2.24943 2.12262 -0.19910
C: -2.31071 0.75168 0.40588
C: -1.45328 0.52879 1.77162
N: -0.05254 0.19260 1.38543
C: -2.00663 -0.58975 2.63407
O: -2.91697 -0.32042 3.37778
H: -0.71885 4.15985 -2.20595
H: -2.21394 3.54153 -2.85346
H: -2.11686 4.55956 -1.34849
H: -0.71220 1.69158 -1.52158
H: -3.01795 2.85169 0.08873
H: -3.36123 0.61118 0.76509
H: -1.97785 0.02720 -0.32950
H: -1.35433 1.45155 2.31255
H: -0.05543 -0.24939 0.47430
H: 0.61082 0.95667 1.39245
H: -1.59848 -1.59889 2.56563
O: -0.01494 3.41330 1.85112
H: -0.55793 3.93758 2.44684
H: 0.37567 4.03265 1.22833
O: 1.95613 -2.52175 -0.91849
H: 2.60268 -2.31815 -1.60565
H: 2.57757 -2.70123 -0.19436
O: 2.70833 -1.47639 1.85820
H: 2.84872 -1.53937 2.80648
H: 1.86225 -1.09247 1.64108
O: -2.45101 -2.65115 0.39830
H: -1.81709 -2.62227 1.10524
H: -2.47124 -3.48620 -0.06782
O: 0.18379 -1.15658 -2.45721
H: -0.08132 -2.06438 -2.37553
H: 0.58355 -0.41020 -2.02455
O: 3.06256 2.03227 0.66607
H: 3.68670 1.92971 1.40303
H: 2.55366 1.25083 0.95463
O: 2.76554 0.66332 -2.51552
H: 3.35458 0.61910 -3.27937
H: 2.11839 1.34805 -2.79029
O: 0.15893 -3.19477 0.68335
H: 0.16137 -2.32772 1.09452
H: 0.74773 -3.19612 -0.10466
O: 4.80647 -1.84079 -0.67564
H: 4.18042 -1.40402 -0.08173
H: 4.56613 -1.49896 -1.54379
O: -2.62768 -0.51594 -3.62367
H: -3.25922 -0.33347 -2.92858
H: -1.77883 -0.86598 -3.34207

Forces on the atoms, in the same order (eV/Å):
C 1.9 1.1 -1.8
C -1.2 -0.7 1.9
C 0.2 -0.3 -0.4
C -0.6 0.5 2.6
C 1.5 -0.4 -2.5
N 0.1 -0.9 0.1
C -1.2 1.9 0.2
O 0.2 -0.7 0.1
H -0.2 -0.2 -0.2
H -0.1 0.3 0.3
H -0.6 -0.6 0.3
H -0.2 0.5 -0.4
H 0.3 -0.3 0.1
H 0.7 -0.4 -0.8
H -0.3 -0.5 0.1
H -0.6 0.3 0.5
H 0.1 0.2 -0.2
H -0.6 0.4 0.0
H 0.4 -0.3 0.1
O 0.1 -0.1 0.2
H 0.0 0.1 0.0
H 0.0 0.0 0.0
O 1.5 0.2 -0.1
H -0.5 0.0 -0.4
H -0.3 -0.1 0.3
O 1.2 -0.2 -0.6
H -0.5 0.1 0.0
H -0.7 0.2 0.6
O -1.6 1.2 -0.5
H 0.4 -1.1 -0.3
H 0.6 -0.2 0.4
O -1.3 1.1 -3.0
H 0.7 0.1 1.7
H 0.4 -1.2 1.1
O -0.1 -1.2 1.3
H 0.5 0.8 -0.4
H -0.3 0.3 -0.9
O -0.6 0.6 -0.4
H 0.0 -0.1 0.1
H 0.6 -0.5 0.3
O -0.1 -0.9 0.2
H 0.5 0.1 -0.3
H -0.7 0.4 0.8
O -0.3 0.0 -0.1
H 0.2 0.1 0.2
H 0.3 0.1 0.0
O -0.3 0.2 -1.3
H 0.5 -0.3 0.5
H -0.1 0.2 0.8

***

| no. | maximum force (eV Å⁻¹) |
| --- | --- |
| 1 | 3.75 |
| 2 | 5.73 |
| 3 | 3.54 |
| 4 | 3.47 |